No. 1
Density functional theory data (ωB97M-V/def2-TZVPD) for C27H39Cl4NO2PTi as an isolated structure at a distorted geometry.

The geometry in XYZ format:
```
75
Properties=species:S:1:pos:R:3
Ti 0.45273 -0.29974 0.78654
C 1.85417 -3.36545 0.42531
C 0.45710 -2.80971 0.35019
C -0.14282 -2.51257 -0.88771
C -1.41266 -1.95447 -0.96656
C -1.98936 -1.54991 -2.28896
C -2.12336 -1.71960 0.21060
C -1.57832 -2.01784 1.45582
C -2.32875 -1.74095 2.72595
C -0.26896 -2.52950 1.51278
H 1.81671 -4.44638 0.57755
H 2.41141 -2.92180 1.24929
H 2.39984 -3.16594 -0.49506
H 0.41943 -2.66479 -1.80151
H -2.84176 -2.18663 -2.53582
H -1.25236 -1.62343 -3.08496
H -2.33138 -0.51643 -2.24508
H -3.10763 -1.27065 0.15179
H -2.40812 -2.64665 3.32852
H -3.33240 -1.37501 2.51604
H -1.80008 -0.98386 3.30607
H 0.20049 -2.67754 2.48140
Cl 5.21672 0.50175 -3.91518
C 3.70989 0.52499 -3.07517
C 2.53616 0.83781 -3.74587
Cl 2.56201 1.20181 -5.43276
C 1.32393 0.85290 -3.04714
Cl -0.16513 1.22998 -3.84795
C 1.27723 0.57745 -1.69056
O 0.16464 0.53392 -0.95661
C 2.46990 0.23318 -1.01343
O 2.34094 -0.13521 0.25613
C 3.66773 0.21644 -1.71186
Cl 5.09911 -0.21884 -0.84158
C 2.00991 4.39895 3.22769
C 1.78641 3.10283 2.44254
C 3.15558 2.45105 2.19478
C 1.24925 3.43591 1.03968
P 0.61011 1.85977 3.26085
N 0.10619 0.78894 2.23132
C 1.50020 0.96439 4.68046
C 0.45620 0.20625 5.51208
C 2.40395 -0.13064 4.08905
C 2.31892 1.85817 5.61575
C -0.90656 2.76180 3.94824
C -2.02458 1.72662 4.14198
C -0.69968 3.53303 5.25343
C -1.44747 3.71704 2.87346
H 2.75009 4.99660 2.68906
H 2.40012 4.22136 4.22803
H 1.11166 5.00563 3.31235
H 3.73680 3.13650 1.57196
H 3.06900 1.51233 1.64841
H 3.72256 2.29523 3.10878
H 2.01517 4.01345 0.51585
H 0.34128 4.02918 1.04995
H 1.06081 2.53120 0.46215
H -0.17074 -0.41496 4.86917
H -0.17751 0.86087 6.10544
H 0.98216 -0.45476 6.20561
H 1.81895 -0.80358 3.45904
H 2.81819 -0.70946 4.91886
H 3.23087 0.24556 3.50046
H 1.72781 2.65770 6.05693
H 3.17552 2.30289 5.11643
H 2.70309 1.24375 6.43456
H -1.80852 0.98366 4.90402
H -2.22389 1.21321 3.20256
H -2.93159 2.25724 4.44356
H -0.49349 2.87399 6.09507
H -1.62128 4.07385 5.48552
H 0.10049 4.26602 5.18764
H -1.56270 3.20391 1.91820
H -0.82786 4.59818 2.73248
H -2.43511 4.06189 3.19058
```

The calculation puts the strongest force on any atom at 0.02311 hartree/bohr. As for the multiplicity: 2. As for the total charge: 0. The total energy comes out at -4289.187043 Ha. The calculation puts the HOMO energy (spin up / spin down) at -6.975 / -7.306 eV. As for the expectation value of S²: 0.75. The energy above the lowest of the compared OMol25 structures with the same formula, charge and spin is 0.316 eV.

No. 2
Density functional theory data (ωB97M-V/def2-TZVPD) for one molecule with the formula C6H4O.

The geometry in XYZ format:
```
11
Properties=species:S:1:pos:R:3
C -0.63451 -0.65752 0.58436
C -1.86209 0.50254 0.51337
C -1.56262 -0.11859 -0.59155
C -0.32344 -0.74310 -0.91115
C 0.70766 -0.13200 -0.03383
C 0.95046 1.34521 0.14524
O 0.23526 2.22040 -0.26441
H -0.80430 -1.56028 1.16238
H -0.19003 -1.70223 -1.39312
H 1.63202 -0.71911 0.03036
H 1.85158 1.56469 0.75835
```

The calculation puts the strongest force on any atom at 0.01614 hartree/bohr. As for the total charge: 0. The total energy comes out at -306.019654 Ha. The calculation puts the HOMO energy at -9.160 eV. The energy above the lowest of the compared OMol25 structures with the same formula, charge and spin is 5.221 eV.

No. 3
Density functional theory data (ωB97M-V/def2-TZVPD) for a 2-piece molecular cluster, C10H16O overall at a distorted geometry.

The geometry in XYZ format:
```
27
Properties=species:S:1:pos:R:3
C 0.06763 0.32471 2.50992
C 1.38575 0.80057 0.38837
C 0.36700 1.15722 1.26112
C 1.55722 1.52879 -0.78125
C -0.40264 2.27910 1.09616
C 0.71229 2.60641 -0.99370
C -0.24443 3.00095 -0.10122
O 0.99530 3.36472 -2.13835
H 1.90552 -0.12939 0.58002
H 2.28309 1.20023 -1.50919
H 0.61834 -0.62772 2.46715
H -0.98338 0.01145 2.41284
H -1.13472 2.60305 1.83068
H -0.71026 3.93137 -0.40730
H 0.16193 3.65306 -2.50436
H 0.40657 0.90642 3.37557
C -0.87179 -1.92147 -1.06450
C -1.71568 -2.81804 -0.13974
C 0.59977 -2.40722 -0.99304
H -1.23817 -1.94417 -2.09398
H -0.82545 -0.90921 -0.65246
H -2.78555 -2.64021 -0.32328
H 0.68781 -3.33112 -0.40797
H 0.99730 -2.50603 -1.99998
H 1.17524 -1.77443 -0.32375
H -1.50916 -3.85504 -0.36027
H -1.49952 -2.50401 0.87251
```

The calculation puts the strongest force on any atom at 0.04003 hartree/bohr. As for the total charge: 0. The total energy comes out at -465.845077 Ha. The calculation puts the HOMO energy at -8.664 eV. The energy above the lowest of the compared OMol25 structures with the same formula, charge and spin is 1.435 eV. As for the SMILES: Cc1ccc(O)cc1.CCC.

No. 4
Density functional theory data (ωB97M-V/def2-TZVPD) for C29H38CuN4O2P2 as an isolated structure at a distorted geometry.

The geometry in XYZ format:
```
76
Properties=species:S:1:pos:R:3
Cu -1.47206 -1.15106 1.77973
C 5.25811 0.38290 0.90998
C 3.93108 0.58357 1.11703
C 2.81304 0.40964 0.14266
C 2.17632 -0.99600 -0.13783
C 2.91832 -1.96155 -1.02704
C 4.07393 -1.74128 -1.64144
C 4.97289 -0.53203 -1.61250
C 5.83832 -0.12940 -0.36689
C -0.20400 -2.59592 2.59969
H 5.96948 0.56015 1.74244
H 3.61369 0.61077 2.14005
H 2.97502 0.93351 -0.81013
H 1.97390 0.91677 0.63597
H 1.85868 -1.45540 0.81581
H 1.22717 -0.74723 -0.66954
H 2.26673 -2.79376 -1.31395
H 4.35614 -2.52035 -2.34079
H 4.47108 0.36724 -2.00246
H 5.77448 -0.78459 -2.32436
H 6.44649 -1.00545 -0.09742
H 6.54484 0.64938 -0.72392
H 0.62053 -3.15837 2.04045
H -1.13802 -3.02513 2.12612
H -0.44959 -2.83313 3.66574
P -1.82252 -1.33101 -0.37091
P -1.15070 1.72893 1.23614
N -1.34488 -1.79634 -2.16564
N -3.50877 -1.88645 -0.69838
N -0.42919 2.65129 -0.15942
N -1.98677 3.27354 1.87698
C -2.19596 0.36555 -0.89774
C -2.60573 1.20177 0.31015
C -0.56220 -2.88711 -2.53647
C -0.55168 -2.99633 -3.93022
C -1.38070 -1.94729 -4.43250
C -1.81442 -1.22006 -3.33527
C -4.17584 -2.84131 0.06049
C -5.44634 -3.04257 -0.47679
C -5.56385 -2.20758 -1.61511
C -4.36936 -1.50710 -1.72513
C 0.91808 3.02349 -0.24418
C 1.09858 3.87078 -1.31924
C -0.17713 4.03227 -1.94561
C -1.06399 3.21744 -1.26121
C -2.33615 4.48862 1.30112
C -3.27049 5.15384 2.10624
C -3.51806 4.31036 3.22067
C -2.73749 3.17218 3.05445
H -3.00250 0.45441 -1.63702
H -1.29306 0.74095 -1.38819
H -3.28689 2.00670 0.03192
H -3.15092 0.58052 1.03461
H -0.06254 -3.48788 -1.77716
H -0.00966 -3.74519 -4.50627
H -1.64898 -1.74893 -5.45946
H -2.39690 -0.32336 -3.35974
H -3.68514 -3.26863 0.92392
H -6.19878 -3.69853 -0.08001
H -6.38678 -2.08833 -2.28785
H -4.11527 -0.76717 -2.45477
H 1.62750 2.66267 0.48992
H 2.05041 4.32291 -1.58034
H -0.40756 4.68257 -2.77275
H -2.06172 2.95738 -1.52589
H -1.90989 4.80909 0.36919
H -3.70732 6.11937 1.90343
H -4.18859 4.49979 4.04764
H -2.65786 2.28347 3.66556
C 3.43444 -1.94942 3.99206
O 2.09542 -2.34495 3.66097
C 1.25905 -1.53634 3.03038
O 1.53847 -0.37294 2.73570
H 3.47107 -0.96904 4.46356
H 4.02819 -1.96230 3.06474
H 3.84476 -2.66700 4.71609
```

The calculation puts the strongest force on any atom at 0.09868 hartree/bohr. As for the multiplicity: 2. As for the total charge: 0. The total energy comes out at -3820.229464 Ha. The calculation puts the HOMO energy (spin up / spin down) at -5.977 / -7.842 eV. As for the expectation value of S²: 0.76. The energy above the lowest of the compared OMol25 structures with the same formula, charge and spin is 5.804 eV.